{"formula": "C5H13N2O", "method": "wB97M-V/def2-TZVPD", "elements": ["C", "C", "C", "N", "C", "N", "C", "O", "H", "H", "H", "H", "H", "H", "H", "H", "H", "H", "H", "H", "H"], "xyz": [[-0.115, -2.030, 2.262], [0.336, -1.684, 0.738], [-0.289, -0.247, 0.341], [-1.757, -0.483, 0.130], [0.411, 0.112, -0.980], [-0.152, 1.494, -1.416], [0.847, 2.615, -1.388], [1.535, 2.668, -2.590], [0.477, -2.892, 2.579], [-1.178, -2.051, 2.184], [0.081, -1.183, 3.005], [1.390, -1.717, 0.797], [-0.088, -2.285, -0.041], [-0.090, 0.557, 1.150], [-1.990, -0.119, -0.790], [-2.171, 0.194, 0.760], [0.104, -0.575, -1.796], [1.461, 0.129, -0.975], [-0.419, 1.393, -2.378], [0.105, 3.490, -1.077], [1.502, 2.614, -0.515]], "forces_ev_per_angstrom": [[1.20, 1.56, -1.55], [-1.97, 2.59, 3.04], [1.72, -1.62, 0.04], [0.95, 0.73, 0.66], [-3.27, 2.53, -1.07], [0.85, -1.97, 1.78], [-0.83, 1.00, -2.54], [-0.94, 0.43, 2.01], [-0.84, -0.26, 0.26], [-0.87, -1.01, 0.49], [0.21, -0.86, -1.27], [1.30, 0.26, -0.69], [-0.08, -1.04, 0.04], [-0.27, -1.27, -1.32], [0.12, 0.13, 0.01], [-0.52, -0.13, -0.10], [0.09, -0.15, 0.65], [1.51, 0.06, 0.41], [0.27, 0.36, -0.47], [1.11, -0.47, -1.00], [0.24, -0.86, 0.62]], "total_energy_ev": -10421.9306, "mol_weight_g_mol": 117.17, "e_homo_ev": -2.5, "charge": -1, "largest_force_ha_per_bohr": 0.0865, "e_above_lowest_ev": 1.7682}